No. 1
Molecular formula: C3H10O3
Method: DFT, wB97M-V/def2-TZVPD

Values from the calculation:
- Lowest unoccupied orbital energy: 0.81 eV
- E: -9412.49605 eV
- HOMO-LUMO gap: 0.4043 Ha
- ΔE to the lowest compared entry with this formula, charge and spin: 293.0 kJ/mol
- HOMO: -10.19 eV
- Structure (SMILES): CC(C)O.OO

Last column: natural (NBO) charge in e.
Atoms and positions in Å:
O: -2.02 -1.10 1.48  -0.47
O: -2.50 -1.16 0.10  -0.46
O: 1.09 0.54 -1.90  -0.72
C: 0.07 1.50 0.05  -0.63
C: 1.36 -0.66 0.16  -0.64
C: 0.44 0.21 -0.68  0.10
H: 0.97 2.08 0.30  0.19
H: 1.88 1.06 -1.69  0.46
H: 1.67 -1.55 -0.41  0.22
H: -1.69 -1.62 -0.29  0.46
H: -0.53 -0.30 -0.94  0.16
H: 0.87 -0.98 1.08  0.22
H: -2.86 -1.32 1.91  0.47
H: 2.28 -0.13 0.42  0.20
H: -0.47 1.29 0.98  0.22
H: -0.56 2.13 -0.58  0.22



No. 2
Molecular formula: C12H19N4
Method: DFT, wB97M-V/def2-TZVPD

Values from the calculation:
- Lowest unoccupied orbital energy: -2.62 eV
- E: -18707.26252 eV
- HOMO-LUMO gap: 0.3124 Ha
- Net charge: +1
- ΔE to the lowest compared entry with this formula, charge and spin: 87.5 kJ/mol
- HOMO: -11.12 eV

Last column: natural (NBO) charge in e.
Atoms and positions in Å:
N: -1.14 1.02 -0.41  -0.54
N: -0.47 2.85 -1.67  -0.77
N: -2.68 2.53 -1.22  -0.77
N: 2.43 0.47 -0.08  -0.59
C: 1.12 -2.03 -2.53  -0.65
C: -1.93 0.35 0.61  -0.24
C: 1.61 -0.42 2.14  -0.26
C: -1.50 0.81 2.03  -0.64
C: -1.42 2.11 -1.07  0.68
C: 1.75 -0.42 0.74  0.17
C: 1.52 -1.11 -1.44  -0.08
C: 0.11 -2.35 1.82  -0.23
C: 2.37 -0.06 -1.39  -0.06
C: 1.19 -1.44 -0.03  -0.14
C: 0.85 -1.47 2.62  -0.21
C: 0.40 -2.49 0.47  -0.19
H: -1.87 -0.73 0.53  0.24
H: 1.14 -1.62 -3.54  0.23
H: 2.96 0.43 -2.14  0.22
H: -0.16 0.72 -0.44  0.44
H: -0.73 3.61 -2.28  0.41
H: 0.06 -3.21 -0.27  0.23
H: -3.00 0.55 0.63  0.21
H: 3.30 0.85 0.24  0.41
H: 2.12 0.27 2.79  0.23
H: -2.88 3.32 -1.79  0.41
H: -0.61 -2.95 2.35  0.22
H: 0.39 2.44 -2.00  0.42
H: 0.06 -2.29 -2.45  0.22
H: 0.74 -1.62 3.69  0.23
H: -1.49 -0.04 2.69  0.24
H: -2.00 1.60 2.58  0.23
H: 1.73 -2.94 -2.46  0.24
H: -3.50 2.19 -0.74  0.43
H: -0.44 1.07 2.00  0.22



No. 3
Molecular formula: C45H59F6Ge2MgNO6S2Se
Method: DFT, wB97M-V/def2-TZVPD

Values from the calculation:
- Lowest unoccupied orbital energy (alpha / beta): 2.35 / 1.15 eV
- E: -283200.26941 eV
- HOMO-LUMO gap (alpha / beta): 0.2603 / 0.2201 Ha
- Net charge: -1
- ΔE to the lowest compared entry with this formula, charge and spin: 218.2 kJ/mol
- HOMO (alpha / beta): -4.74 / -4.84 eV
- Multiplicity: 2
- ⟨S²⟩: 0.75

Last column: Mulliken spin population.
Atoms and positions in Å:
Se: 1.69 -2.28 0.47  0.00
Ge: -4.24 1.65 1.73  0.09
Ge: -1.79 1.17 2.64  0.07
S: -0.91 -2.70 3.12  -0.03
S: -2.89 -2.61 1.40  -0.02
Mg: -0.73 -1.40 0.93  0.52
F: -3.89 -4.00 3.46  0.00
F: 0.80 -4.58 2.27  0.00
F: -5.36 -3.01 2.25  0.00
F: -0.05 -4.96 4.21  0.00
F: -4.19 -1.85 3.63  0.00
F: 1.48 -3.46 3.98  0.00
O: 0.04 0.23 0.45  0.12
O: -0.18 -1.50 2.82  -0.10
O: -2.66 -1.18 1.45  -0.02
O: -3.54 -3.20 0.29  0.00
O: -1.70 -2.68 4.30  0.00
O: -1.09 -2.11 -0.72  0.03
N: -1.61 -3.39 1.89  0.00
C: 0.41 -4.00 3.41  0.00
C: 0.79 4.39 3.83  0.00
C: 2.25 -0.47 0.07  -0.05
C: -0.78 0.25 5.27  0.08
C: 1.12 -2.63 -1.34  0.01
C: -1.07 3.04 3.07  0.03
C: 0.41 -2.92 -3.95  0.00
C: 3.99 1.01 -0.67  0.01
C: -0.76 2.68 -0.63  -0.03
C: -1.29 5.44 3.22  0.00
C: -5.58 2.66 2.86  0.03
C: -4.14 2.81 0.09  0.01
C: -5.41 0.18 1.06  0.00
C: 3.81 -2.19 -4.60  0.00
C: -2.01 0.07 7.33  0.01
C: -0.59 -2.58 -3.04  0.00
C: 6.34 0.10 -0.96  0.00
C: 2.08 -2.97 -2.27  0.00
C: -3.15 0.52 6.68  0.01
C: 1.66 1.79 -0.48  -0.05
C: 1.10 4.19 0.03  0.00
C: -2.17 -2.40 -5.03  0.00
C: 0.92 3.32 -2.32  0.00
C: -2.51 -0.97 -3.04  0.00
C: 6.00 2.43 -0.15  0.00
C: -1.83 4.20 2.93  0.02
C: 3.61 -4.67 -4.24  0.00
C: -0.24 -2.43 -1.66  -0.01
C: 0.02 5.54 3.68  0.01
C: 1.24 0.53 0.04  0.10
C: -0.82 -0.07 6.62  0.00
C: 2.85 -3.39 -4.63  0.00
C: 0.24 3.16 3.51  0.01
C: 2.33 -3.55 -6.06  0.00
C: 0.73 2.97 -0.83  0.01
C: 3.57 -0.25 -0.27  0.00
C: -4.14 -2.88 2.79  0.00
C: -2.03 -2.35 -3.51  0.00
C: 3.00 1.98 -0.76  0.00
C: -2.92 -3.45 -2.92  0.00
C: 1.74 -3.12 -3.61  0.00
C: -1.93 0.68 4.60  0.13
C: -3.11 0.80 5.32  -0.02
C: 5.46 1.82 -2.52  0.00
C: 5.43 1.33 -1.06  0.00
H: 4.08 -4.56 -3.27  0.00
H: -3.20 -2.18 -5.30  0.00
H: 0.13 -3.04 -4.98  0.00
H: 0.15 0.15 4.73  0.00
H: 0.44 6.51 3.91  0.00
H: 5.01 1.08 -3.18  0.00
H: 2.93 -5.52 -4.21  0.00
H: -4.01 1.13 4.81  0.01
H: -1.04 1.77 -1.16  -0.02
H: -2.04 -0.17 8.39  0.00
H: 0.94 3.96 1.09  0.00
H: 4.25 -1.10 -0.21  0.00
H: 3.30 2.96 -1.11  0.00
H: -2.62 -4.43 -3.28  0.00
H: 7.03 2.66 -0.45  0.00
H: 0.47 5.05 -0.23  0.00
H: 0.70 2.45 -2.94  0.00
H: 3.17 -3.73 -6.73  0.00
H: -3.54 -0.80 -3.37  0.00
H: -5.15 3.53 3.35  0.00
H: -6.16 0.62 0.41  0.00
H: 2.14 4.47 -0.10  0.00
H: 4.40 -4.88 -4.98  0.00
H: -3.60 2.29 -0.70  0.00
H: -4.84 -0.55 0.48  0.00
H: 5.97 -0.70 -1.60  0.00
H: -6.00 2.00 3.62  0.00
H: -1.53 -1.65 -5.51  0.00
H: 1.81 -2.65 -6.39  0.00
H: -3.97 -3.28 -3.20  0.00
H: 5.41 3.34 -0.21  0.00
H: 3.10 -3.09 -1.92  0.00
H: -4.07 0.64 7.23  0.00
H: -2.47 -0.89 -1.96  0.00
H: 3.27 -1.27 -4.85  0.00
H: 4.90 2.75 -2.63  0.00
H: 6.49 2.00 -2.84  0.00
H: -5.92 -0.35 1.87  0.00
H: -2.85 4.12 2.57  0.01
H: -2.87 -3.44 -1.83  0.00
H: 6.01 2.09 0.89  0.00
H: 4.24 -2.06 -3.61  0.00
H: 1.93 3.66 -2.54  0.00
H: 1.81 4.47 4.18  0.00
H: 7.35 0.35 -1.28  0.00
H: -1.93 -3.39 -5.43  0.00
H: 6.38 -0.26 0.07  0.00
H: -1.34 3.52 -1.01  0.00
H: -3.64 3.76 0.29  0.00
H: -0.98 2.54 0.42  0.03
H: -6.39 2.99 2.21  0.00
H: 4.63 -2.32 -5.31  0.00
H: 0.06 -0.44 7.12  0.00
H: 0.23 4.13 -2.59  0.00
H: 1.65 -4.40 -6.13  0.00
H: -5.15 3.02 -0.24  0.00
H: 0.85 2.26 3.59  -0.01
H: -1.88 -0.19 -3.47  0.00
H: -1.88 6.33 3.09  0.00



No. 4
Molecular formula: C36H40Cl3N6P2RuSi
Method: DFT, wB97M-V/def2-TZVPD

Values from the calculation:
- Lowest unoccupied orbital energy (alpha / beta): -7.51 / -10.66 eV
- E: -113507.56934 eV
- HOMO-LUMO gap (alpha / beta): 0.3129 / 0.2091 Ha
- Net charge: +3
- ΔE to the lowest compared entry with this formula, charge and spin: 27.2 kJ/mol
- HOMO (alpha / beta): -16.03 / -16.35 eV
- Multiplicity: 5
- ⟨S²⟩: 6.04

Last column: Mulliken spin population.
Atoms and positions in Å:
Ru: -0.37 -0.46 0.10  2.73
Cl: 1.42 0.59 3.21  0.03
Cl: 2.52 1.49 0.20  0.02
Cl: 3.15 -1.55 1.53  0.02
P: -2.10 -0.05 -1.54  -0.05
P: 0.83 -1.74 -1.51  0.04
Si: 1.76 -0.08 1.30  0.12
N: -1.98 0.14 3.22  0.02
N: -1.02 -1.57 -3.69  0.36
N: -1.69 -1.55 1.62  0.07
N: -2.51 -2.02 3.75  0.01
N: -1.72 2.42 3.17  0.00
N: -1.09 1.16 1.31  -0.03
C: -6.51 0.32 -0.26  0.01
C: -0.09 3.21 -2.89  0.01
C: 4.59 -0.58 -2.61  0.00
C: -1.32 3.66 2.49  0.00
C: -2.24 -1.16 -3.05  0.01
C: -1.24 -0.12 -5.60  0.12
C: 3.53 -1.16 -1.93  0.01
C: 1.33 -5.04 0.81  0.01
C: -4.89 -0.57 -1.80  0.01
C: -3.85 0.00 -1.05  0.04
C: -0.84 -1.36 -5.04  0.10
C: 1.99 -0.17 -3.51  0.02
C: 2.33 -4.10 -1.62  0.00
C: -2.37 3.47 -3.62  0.00
C: -0.63 -0.95 -7.78  0.20
C: -0.23 -2.16 -7.22  -0.03
C: 0.92 -3.81 0.32  0.04
C: 2.22 -0.97 -2.38  -0.02
C: -0.31 -2.37 -5.87  0.13
C: -0.18 -2.47 -2.96  0.01
C: -1.06 3.93 -3.57  0.00
C: -0.43 2.03 -2.25  0.01
C: 1.43 -3.33 -0.89  -0.01
C: -1.57 1.26 2.53  0.01
C: 3.06 0.40 -4.18  0.00
C: 2.24 -5.80 0.09  0.00
C: -6.20 -0.40 -1.40  0.00
C: -1.12 0.07 -6.96  -0.03
C: -1.75 1.56 -2.29  -0.02
C: 4.36 0.20 -3.73  0.00
C: -2.04 -1.18 2.81  0.02
C: 2.74 -5.33 -1.12  0.00
C: -2.72 2.29 -2.98  0.00
C: -5.48 0.89 0.49  0.00
C: -2.19 2.50 4.55  0.00
C: -4.17 0.73 0.10  -0.02
H: -1.87 -2.53 1.45  0.00
H: 0.58 -2.91 -3.61  0.01
H: 0.99 0.02 -3.85  -0.02
H: 0.93 3.56 -2.86  0.00
H: -0.81 2.06 0.94  0.01
H: -0.06 -3.34 -5.46  0.00
H: -1.60 0.68 -4.96  0.02
H: 0.95 -5.41 1.75  0.00
H: -0.80 4.85 -4.07  0.00
H: 5.19 0.64 -4.26  0.00
H: -3.37 1.18 0.67  0.01
H: 5.60 -0.74 -2.26  0.00
H: -1.54 1.94 5.23  0.00
H: 0.24 -3.18 0.89  -0.03
H: 2.56 -6.76 0.47  0.00
H: -4.70 -1.13 -2.70  0.00
H: -2.86 -0.62 -3.76  0.01
H: -0.24 3.73 2.39  0.00
H: -0.57 -0.80 -8.85  0.00
H: -3.75 1.94 -3.00  0.00
H: -2.18 3.53 4.87  0.00
H: 3.45 -5.93 -1.68  0.00
H: -3.13 4.03 -4.15  0.00
H: 0.13 -2.96 -7.86  0.00
H: -2.77 -2.05 -2.70  0.02
H: -1.40 1.03 -7.38  0.00
H: -2.52 -3.01 3.58  0.00
H: -0.76 -3.27 -2.49  0.01
H: -7.00 -0.84 -1.99  0.00
H: -3.22 2.15 4.65  0.00
H: -7.54 0.45 0.05  0.00
H: -2.28 0.31 4.17  0.00
H: -5.72 1.46 1.38  0.00
H: 2.74 -3.74 -2.55  0.00
H: 3.72 -1.76 -1.06  0.00
H: 2.88 1.01 -5.06  0.00
H: -1.67 4.51 3.07  0.00
H: -2.78 -1.72 4.67  0.00
H: 0.32 1.47 -1.71  -0.03
H: -1.79 3.73 1.51  0.00



No. 5
Molecular formula: C12H36O12
Method: DFT, wB97M-V/def2-TZVPD

Values from the calculation:
- Lowest unoccupied orbital energy: 0.24 eV
- E: -37594.66794 eV
- HOMO-LUMO gap: 0.3580 Ha
- ΔE to the lowest compared entry with this formula, charge and spin: 52.9 kJ/mol
- HOMO: -9.50 eV
- Structure (SMILES): OCCO.OCCO.OCCO.OCCO.OCCO.OCCO

Last column: natural (NBO) charge in e.
Atoms and positions in Å:
O: -4.46 -1.41 1.48  -0.75
O: 0.00 -2.39 2.07  -0.75
O: -2.77 -0.67 -0.69  -0.75
O: -1.62 2.83 0.71  -0.74
O: 2.80 4.54 -3.18  -0.71
O: 2.32 3.56 0.29  -0.73
O: -1.91 5.78 -0.48  -0.72
O: 1.90 -6.25 -1.68  -0.73
O: 1.93 -3.09 -1.09  -0.75
O: -0.09 -1.20 -1.05  -0.75
O: -0.04 0.46 1.39  -0.78
O: 2.28 -2.30 3.78  -0.73
C: 2.06 4.30 -1.99  -0.08
C: -0.13 -2.29 3.47  -0.09
C: 2.36 -5.09 -2.40  -0.08
C: 1.48 -3.88 -2.17  -0.08
C: 0.57 0.02 -0.89  -0.10
C: -3.22 -2.02 -0.45  -0.10
C: 1.11 0.27 0.51  -0.11
C: 1.09 -1.58 4.06  -0.09
C: -1.96 4.49 -1.07  -0.09
C: 3.02 3.84 -0.93  -0.08
C: -3.44 -2.29 1.03  -0.10
C: -2.58 3.42 -0.15  -0.10
H: 0.99 -1.49 5.15  0.17
H: 0.00 0.91 -1.19  0.17
H: 1.70 -0.52 0.96  0.19
H: -3.37 3.90 0.43  0.18
H: -4.19 -2.03 -0.96  0.18
H: -0.16 -1.51 1.69  0.49
H: 1.38 0.12 -1.63  0.19
H: -1.61 3.37 1.51  0.48
H: 2.63 -6.61 -1.17  0.47
H: 2.32 -2.46 2.83  0.48
H: 3.41 -4.89 -2.20  0.18
H: -2.50 -2.05 1.54  0.19
H: -1.00 -1.09 -0.71  0.51
H: -1.18 5.82 0.14  0.47
H: 1.45 -3.32 -3.12  0.15
H: -0.59 1.15 1.01  0.50
H: -3.03 2.64 -0.77  0.18
H: 2.18 4.91 -3.82  0.47
H: -3.72 -3.34 1.16  0.17
H: -0.19 -3.27 3.96  0.18
H: -2.61 4.57 -1.94  0.18
H: -0.96 4.15 -1.34  0.17
H: 1.67 1.21 0.52  0.18
H: 0.46 -4.19 -1.95  0.17
H: 1.55 5.23 -1.69  0.16
H: -1.03 -1.74 3.77  0.15
H: 2.92 3.06 0.85  0.47
H: 2.28 -5.37 -3.46  0.16
H: -4.47 -1.34 2.44  0.48
H: -2.57 -2.80 -0.84  0.20
H: 1.21 -2.46 -0.89  0.50
H: 1.21 3.64 -2.19  0.16
H: 3.49 2.92 -1.28  0.16
H: 3.87 4.50 -0.74  0.18
H: 1.20 -0.57 3.65  0.16
H: -3.46 -0.12 -0.28  0.49



No. 6
Molecular formula: C25H48P4SeW
Method: DFT, wB97M-V/def2-TZVPD

Values from the calculation:
- Lowest unoccupied orbital energy (alpha / beta): -15.50 / -15.12 eV
- E: -130986.07890 eV
- HOMO-LUMO gap (alpha / beta): 0.1588 / 0.1733 Ha
- Net charge: +4
- ΔE to the lowest compared entry with this formula, charge and spin: 40.4 kJ/mol
- HOMO (alpha / beta): -19.82 / -19.83 eV
- Multiplicity: 3
- ⟨S²⟩: 2.07

Last column: Mulliken spin population.
Atoms and positions in Å:
W: -0.03 -0.33 -0.31  1.67
Se: -0.35 0.91 -2.49  -0.01
P: -0.28 -2.29 1.05  0.09
P: 0.29 1.64 1.11  0.01
P: 2.36 -0.44 -0.63  -0.02
P: -2.44 0.12 -0.18  -0.10
C: 3.13 1.11 -1.22  0.01
C: -0.97 -1.78 5.64  0.00
C: -3.28 -0.35 1.39  0.02
C: 0.71 1.32 -5.20  0.00
C: -1.68 -3.32 0.50  0.03
C: 1.12 -3.43 1.05  0.03
C: -3.32 -0.85 -1.47  0.03
C: 1.80 1.86 2.15  0.01
C: 3.40 -0.93 0.81  0.02
C: 2.76 -1.65 -1.92  0.05
C: -3.00 1.83 -0.51  0.01
C: -0.95 2.04 2.42  0.01
C: -0.05 -0.92 -4.84  0.00
C: 0.81 -0.33 -7.03  -0.01
C: -1.41 -2.94 5.00  0.00
C: -0.48 -2.15 2.91  -0.01
C: 0.02 -1.01 3.57  0.00
C: -1.12 -3.17 3.65  0.00
C: 1.03 0.97 -6.53  0.00
C: -0.77 -3.73 -4.27  0.00
C: 0.30 -1.30 -6.15  0.00
C: 0.14 0.35 -4.37  0.02
C: -0.29 -0.78 4.91  0.00
C: 0.32 3.28 0.26  0.01
C: -0.47 -3.60 -2.96  -0.01
H: 1.17 3.34 -0.43  0.00
H: 3.14 1.89 -0.45  0.00
H: 1.45 1.75 -7.14  0.00
H: -4.33 -0.43 -1.57  0.00
H: -1.94 2.24 2.01  0.00
H: 1.04 -0.59 -8.06  0.00
H: -2.68 2.54 0.26  0.00
H: 3.82 -1.50 -2.18  0.01
H: -1.38 -4.11 3.16  0.00
H: -0.47 -1.65 -4.14  0.00
H: -4.10 1.79 -0.54  0.00
H: 0.14 -4.37 -2.46  0.00
H: 0.42 4.08 1.01  0.00
H: -2.83 -0.82 -2.44  0.01
H: 2.14 -1.53 -2.83  0.00
H: 0.18 -2.34 -6.48  0.00
H: 1.95 1.04 2.86  0.00
H: -0.04 0.16 5.37  0.00
H: 3.04 -0.52 1.76  0.00
H: -2.58 -3.12 1.11  0.00
H: -1.02 1.22 3.15  0.00
H: 1.68 2.79 2.74  0.00
H: -0.49 -0.70 -2.10  0.07
H: 2.61 1.48 -2.11  0.00
H: -1.38 -4.38 0.61  0.00
H: 2.70 1.96 1.54  0.00
H: 4.17 0.86 -1.48  0.00
H: -0.60 2.94 2.95  0.00
H: 0.66 -0.30 3.02  0.02
H: -0.34 -4.53 -4.90  0.00
H: -0.61 3.45 -0.30  0.00
H: -2.63 2.16 -1.49  0.01
H: -2.59 -0.50 2.24  0.00
H: -1.48 -3.07 -4.78  0.00
H: -1.16 -1.63 6.70  0.00
H: 4.43 -0.56 0.65  0.00
H: 3.44 -2.02 0.90  0.00
H: -3.84 -1.28 1.25  0.00
H: 1.55 -3.44 0.04  0.00
H: -3.39 -1.89 -1.12  -0.01
H: 0.71 -4.41 1.30  0.00
H: 1.87 -3.14 1.80  0.00
H: -1.88 -3.12 -0.55  0.00
H: -3.99 0.45 1.66  0.00
H: -0.82 -2.80 -2.32  0.02
H: -2.00 -3.67 5.55  0.00
H: 2.62 -2.67 -1.54  -0.01
H: 0.89 2.31 -4.79  0.00



No. 7
Molecular formula: C16H17N3O
Method: DFT, wB97M-V/def2-TZVPD

Values from the calculation:
- Lowest unoccupied orbital energy: 0.58 eV
- E: -23384.85228 eV
- HOMO-LUMO gap: 0.3352 Ha
- ΔE to the lowest compared entry with this formula, charge and spin: 164.3 kJ/mol
- HOMO: -8.54 eV
- Structure (SMILES): Cc1cccc(OCCn2nnc3ccccc32)c1C

Last column: natural (NBO) charge in e.
Atoms and positions in Å:
O: -0.73 -0.09 -0.93  -0.50
N: 0.70 1.56 1.78  -0.20
N: 1.24 3.61 2.10  -0.22
N: 1.37 2.62 1.32  -0.01
C: 0.38 -2.35 -3.56  0.00
C: -0.79 3.24 5.16  -0.23
C: 0.45 3.24 3.15  0.04
C: -0.72 1.20 3.85  -0.25
C: -0.14 -1.24 -2.90  0.01
C: 0.32 -2.29 -0.78  -0.32
C: 0.87 -3.42 -2.82  -0.24
C: -1.15 1.90 4.96  -0.20
C: -0.67 -0.07 -3.68  -0.65
C: -0.74 0.04 0.46  -0.07
C: 0.01 3.93 4.28  -0.18
C: 0.66 0.32 1.06  -0.26
C: 0.84 -3.39 -1.44  -0.18
C: 0.08 1.88 2.95  0.14
C: 0.42 -2.39 -5.05  -0.63
C: -0.18 -1.22 -1.50  0.28
H: -1.16 3.74 6.05  0.22
H: -1.00 0.17 3.69  0.22
H: -0.58 -2.29 -5.47  0.22
H: -1.39 0.90 0.65  0.21
H: 0.29 4.96 4.43  0.23
H: -1.21 -0.84 0.94  0.18
H: 1.38 0.40 0.25  0.26
H: 1.22 -4.23 -0.87  0.21
H: 0.85 -3.32 -5.40  0.22
H: 0.97 -0.49 1.73  0.21
H: 1.28 -4.28 -3.33  0.21
H: 0.10 0.34 -4.33  0.22
H: 0.31 -2.30 0.30  0.21
H: -1.50 -0.38 -4.31  0.22
H: 1.02 -1.57 -5.44  0.22
H: -1.77 1.41 5.69  0.22
H: -1.02 0.71 -3.01  0.24